Here is a cluster of 5 separate species, C42H80FN4O10 in total in a non-equilibrium geometry from the OMol25 dataset. Energies are from ωB97M-V/def2-TZVPD.

Element x y z (Å)
C -0.5999 -4.2488 -4.1272
C -1.9915 -3.5294 -4.2585
C -1.9772 -2.2579 -5.1741
C -2.4925 -0.9385 -4.4574
O -1.5572 0.1054 -4.3503
C -0.6027 0.1385 -3.2958
C 0.6544 -0.6002 -3.9324
O 0.7832 -0.1309 -5.2734
C 2.1472 -0.0308 -5.7066
C -0.8999 -0.7018 -2.0043
N 0.3044 -1.0144 -1.2164
C -1.9960 0.0507 -1.1835
N -2.3199 -0.6331 0.1056
C -3.4270 -1.2879 0.1142
C -4.5692 -0.7479 1.0100
C -3.6107 -2.5907 -0.6897
C -1.6855 1.5819 -0.9209
C -0.7440 1.6657 0.3068
C -1.6027 1.9767 1.5923
O -0.9511 1.4842 2.7751
C -1.8660 1.5667 3.8106
C -1.8986 0.4761 4.9069
O -2.6640 2.4312 3.8789
N -1.3361 2.3419 -2.1663
C -2.6255 2.5114 -2.9381
C -3.6819 3.5333 -2.4924
O -3.9961 3.7225 -1.1279
C -4.6504 4.9844 -0.9459
C -5.4146 4.9196 0.4068
C -0.9515 3.7328 -1.7621
C -0.7782 4.7660 -2.8899
O -0.7071 5.8691 -2.5762
F -0.6718 4.4827 -4.2109
C -0.2870 1.6588 -3.0344
C 1.1971 2.0546 -2.8223
C 1.9759 1.6402 -1.5795
N 2.7827 0.6797 -1.5124
H -0.7931 -5.3146 -3.8950
H 0.0556 -4.1250 -5.0058
H -0.1009 -3.8139 -3.2310
H -2.6788 -4.2743 -4.7126
H -2.3803 -3.3186 -3.2452
H -0.9839 -2.0654 -5.6321
H -2.6413 -2.4814 -6.0360
H -3.0231 -1.2733 -3.5426
H -3.3023 -0.5753 -5.1301
H 0.4635 -1.6990 -3.9840
H 1.5752 -0.4802 -3.3322
H 2.3928 1.0490 -5.8276
H 2.2073 -0.4621 -6.7278
H 2.8686 -0.5592 -5.0570
H -1.3272 -1.7089 -2.2162
H 0.7295 -1.8673 -1.5824
H 0.0460 -1.2517 -0.2590
H -2.9362 -0.0702 -1.7647
H -4.1026 -0.2070 1.8589
H -5.2293 -0.0535 0.4588
H -5.1479 -1.5834 1.4616
H -2.6768 -3.1792 -0.7011
H -4.3581 -3.2035 -0.1396
H -3.9971 -2.4262 -1.7153
H -2.6748 1.9063 -0.5256
H -0.2207 0.7239 0.5638
H 0.0387 2.4427 0.3287
H -1.7552 3.0770 1.5886
H -2.5757 1.4555 1.5117
H -0.8872 0.2542 5.2845
H -2.4360 -0.4058 4.5150
H -2.5035 0.8764 5.7410
H -3.1427 1.5410 -3.0727
H -2.4242 2.7895 -3.9951
H -3.4460 4.5340 -2.9399
H -4.6319 3.2550 -3.0176
H -3.9511 5.8477 -0.9803
H -5.4074 5.1502 -1.7460
H -4.7634 4.4572 1.1763
H -6.2929 4.2467 0.3224
H -5.7553 5.9318 0.6828
H 0.0310 3.7790 -1.2439
H -1.6219 4.1427 -0.9802
H -0.4439 2.0748 -4.0557
H 1.3503 3.1577 -2.8926
H 1.8014 1.7103 -3.6889
H 1.9081 2.2517 -0.6504
H 3.1690 0.6372 -0.5673
C 4.0568 3.9496 2.9577
C 3.8317 5.3805 2.4957
C 3.4914 5.1881 1.0278
O 2.8457 3.9100 0.9180
C 3.0146 3.1939 2.1529
H 3.9456 3.8120 4.0314
H 5.0571 3.6218 2.6752
H 2.9768 5.8116 3.0246
H 4.6909 6.0322 2.6499
H 4.3945 5.1635 0.4097
H 2.8290 5.9662 0.6441
H 2.0475 3.1792 2.6682
H 3.3119 2.1638 1.9421
C 7.7827 0.5794 4.5273
C 8.1825 1.6440 5.5346
C 7.4973 2.8786 4.9738
O 6.3121 2.4250 4.3042
C 6.3652 0.9984 4.1757
H 7.8414 -0.4372 4.9150
H 8.4228 0.6455 3.6433
H 7.7685 1.3999 6.5166
H 9.2597 1.7670 5.6407
H 8.1294 3.3837 4.2359
H 7.2263 3.5972 5.7488
H 5.6396 0.5695 4.8754
H 6.0811 0.7116 3.1611
C 0.3810 -9.9851 -5.2663
C 1.5880 -9.0915 -5.4965
C 1.0146 -7.7130 -5.2154
O -0.0201 -7.8872 -4.2389
C -0.3091 -9.2859 -4.1077
H 0.6364 -11.0210 -5.0458
H -0.2641 -9.9727 -6.1490
H 2.3689 -9.3276 -4.7687
H 2.0159 -9.1785 -6.4948
H 0.5615 -7.2802 -6.1141
H 1.7631 -7.0162 -4.8337
H 0.0904 -9.6239 -3.1458
H -1.3895 -9.4377 -4.1077
C -0.6959 -1.0574 9.2491
C -1.7714 -2.1198 9.3956
C -2.4208 -2.0988 8.0227
O -1.3987 -1.7288 7.0864
C -0.2537 -1.2568 7.8096
H 0.1215 -1.1579 9.9624
H -1.1359 -0.0638 9.3716
H -1.3089 -3.0938 9.5758
H -2.4766 -1.9236 10.2025
H -3.2152 -1.3462 7.9701
H -2.8398 -3.0662 7.7415
H 0.5286 -2.0195 7.7368
H 0.1146 -0.3364 7.3518

Highest occupied orbital energy = -10.75 eV
Total charge = +1
Calculated total energy = -73990.947 eV
E_LUMO = -2.24 eV